Entry 1:
86
Properties=species:S:1:pos:R:3:forces:R:3 method="wB97M-V/def2-TZVPD" gap_ev="5.7 / 5.7" e_lumo_ev="-0.7 / -0.7" e_homo_ev="-6.369 / -6.357"
N -0.37195 -9.05086 4.27115 -0.182 -1.156 0.411
C -0.24639 -8.10409 5.18399 0.177 0.849 -0.638
C -0.08071 -6.75304 4.83421 -0.041 -0.073 0.049
C -0.03837 -6.37236 3.47305 -0.050 -0.920 0.224
C -0.14319 -7.44218 2.53696 0.052 -0.073 0.254
C -0.32741 -8.75168 2.98082 0.089 1.167 0.111
C 0.06403 -4.96417 3.03329 -0.249 -0.246 -0.408
Pd 0.13965 0.96442 -0.04466 -2.184 0.337 1.079
P -3.04324 3.38442 -2.51618 -1.940 1.878 -2.078
C -0.22591 -4.66081 1.74154 -0.176 -1.176 1.299
C -0.27819 -3.36651 1.18010 0.054 1.083 0.192
C -1.25480 -3.12172 0.17291 0.695 1.234 1.009
C -1.53849 -1.79492 -0.16009 0.776 -0.339 0.368
C -0.83705 -0.77447 0.52389 1.503 -1.163 -1.366
C 0.10778 -1.04304 1.53087 -0.305 -0.715 -0.043
C 0.45418 -2.36185 1.84521 -1.459 0.825 -0.933
Br -2.90735 0.66681 0.34518 0.903 0.486 0.446
H 0.26663 -4.18080 3.80644 -0.104 -0.837 -0.874
H -0.65078 -5.39780 1.07490 0.230 -0.539 0.192
H -0.00363 -6.03114 5.65715 -0.006 -0.078 -0.548
H -0.07123 -7.29998 1.45735 -0.006 0.197 0.401
H -0.27445 -8.42759 6.22815 -0.002 0.200 -0.288
H -0.45645 -9.57166 2.27431 0.108 0.161 0.137
H -1.85353 -3.95509 -0.18798 0.194 0.167 -0.162
H 1.16255 -2.59488 2.64485 -0.177 0.055 -0.469
H -2.31171 -1.51270 -0.86826 0.321 -0.315 0.002
H 0.59603 -0.22522 2.02997 0.190 0.077 0.179
P 1.59796 0.42481 -1.65486 -0.266 -0.909 0.354
C -4.04395 3.46242 -1.00568 0.072 -1.131 1.266
C -5.55444 3.55533 -1.32071 0.380 0.103 -0.047
H -3.74912 4.34391 -0.41275 0.095 -0.170 -0.342
H -3.81213 2.56488 -0.36668 -0.631 1.264 -0.550
H -6.12981 3.55044 -0.38642 0.072 -0.097 -0.198
H -5.77265 4.49127 -1.85292 0.028 -0.272 0.047
H -5.88755 2.71574 -1.94917 0.053 0.235 0.215
C -3.25765 1.81352 -3.42448 0.239 -0.495 0.336
C -3.49742 2.08378 -4.92572 0.074 -0.173 0.135
H -4.13837 1.30671 -3.00340 0.219 0.118 0.019
H -2.40128 1.15013 -3.23125 -0.284 -0.050 -0.315
H -3.70252 1.14982 -5.45937 0.128 0.014 0.031
H -4.36004 2.74171 -5.08108 0.190 -0.070 0.211
H -2.63586 2.56974 -5.39705 -0.087 -0.084 0.112
C -1.34499 3.94673 -2.29062 0.387 -0.284 0.662
C -1.34691 5.48963 -2.34732 0.085 -0.099 0.017
H -0.71941 3.53328 -3.08789 -0.157 -0.033 -0.015
H -0.97361 3.53342 -1.34324 0.414 0.352 -0.033
H -0.33586 5.88661 -2.47293 0.002 -0.034 0.163
H -1.95444 5.84346 -3.19656 0.197 -0.229 0.349
H -1.77439 5.90905 -1.42686 0.081 -0.045 -0.236
C 2.76844 1.70008 -2.22981 0.148 0.469 0.083
C 4.10417 1.25281 -2.83453 0.121 0.067 -0.107
H 2.95992 2.33209 -1.34885 -0.062 -0.139 -0.433
H 2.20834 2.30281 -2.96052 0.067 -0.089 0.206
H 4.81954 0.95870 -2.05430 -0.265 -0.042 -0.211
H 3.99594 0.42623 -3.54985 0.022 0.167 0.164
H 4.54741 2.10063 -3.37631 -0.051 -0.251 0.121
C 0.44381 0.10839 -3.03216 0.119 -0.067 -0.757
C 0.22543 -1.35724 -3.40504 -0.127 -0.054 -0.213
H 0.82261 0.69043 -3.88125 -0.235 -0.196 -0.196
H -0.50866 0.55532 -2.71094 0.393 -0.144 -0.257
H 1.14113 -1.83056 -3.77736 -0.158 0.071 0.108
H -0.15215 -1.93903 -2.55605 0.134 0.129 -0.119
H -0.52516 -1.41928 -4.20123 0.102 -0.042 0.101
C 2.55316 -1.10426 -1.35226 0.137 -0.240 -0.534
C 3.64421 -1.02154 -0.26542 0.122 0.143 0.100
H 2.99223 -1.39563 -2.31811 -0.067 -0.173 0.275
H 1.81853 -1.87077 -1.06989 0.069 0.198 -0.213
H 3.44072 -1.76736 0.51554 0.119 0.232 -0.175
H 4.62962 -1.24856 -0.70362 -0.323 0.117 0.244
H 3.69085 -0.03053 0.21424 0.008 -0.430 -0.203
C 4.27679 3.54261 2.87328 0.372 0.225 0.317
N 2.91702 3.02633 2.83997 -0.163 -0.105 0.224
C 2.17819 3.12408 3.97402 -0.291 -0.066 -0.298
C 0.89580 2.70521 3.99668 -0.236 0.142 0.576
C 0.32622 2.20867 2.79200 -0.342 -1.048 -0.896
N 1.05306 2.10176 1.66450 0.459 0.676 1.233
C 2.41930 2.35136 1.70697 0.255 -0.080 -0.627
O 3.20800 2.02879 0.81338 -0.972 0.602 0.946
N -0.93445 1.69549 2.80069 0.943 0.902 0.385
H 4.70740 3.49150 1.87865 -0.043 -0.037 0.047
H 4.90183 2.97896 3.58233 -0.180 -0.011 -0.333
H 4.25196 4.58458 3.22603 -0.006 -0.270 -0.250
H 2.69617 3.54073 4.83393 -0.193 -0.060 -0.103
H 0.28671 2.72212 4.89128 0.222 0.127 0.021
H -1.47609 1.81126 3.64636 0.011 -0.056 -0.310
H -1.40962 1.32033 1.96551 0.187 0.334 0.359



Entry 2:
81
Properties=species:S:1:pos:R:3:forces:R:3 method="wB97M-V/def2-TZVPD" charge=+1 multiplicity=2 s2=0.756 gap_ev="7.8 / 6.1" e_lumo_ev="-2.2 / -3.8" e_homo_ev="-9.998 / -9.995"
Yb 1.72309 1.33884 -0.04798 -2.997 -2.804 2.114
C 3.47396 1.62713 -1.59722 0.200 0.702 0.147
C 2.44972 2.55966 -1.93251 0.672 0.423 -0.048
C 3.24378 3.10915 0.15653 0.507 -0.008 -1.033
C 3.95277 1.95424 -0.29666 0.064 1.247 -0.841
C 2.30901 3.47652 -0.85061 0.790 0.000 -0.210
C 3.86412 0.42589 -2.38064 0.406 -0.383 -0.463
H 3.08953 0.12708 -3.10203 0.236 0.082 0.186
H 4.07476 -0.44613 -1.73865 -0.032 0.254 -0.218
H 4.77925 0.64431 -2.95104 -0.189 -0.269 0.035
C 4.86101 1.15377 0.54738 0.767 -0.350 0.257
H 5.36679 0.37909 -0.04299 -0.013 0.207 0.237
H 4.34937 0.63929 1.38202 0.032 0.045 -0.087
H 5.62353 1.80145 1.00485 -0.096 -0.298 -0.057
C 3.35056 3.67509 1.51904 0.181 0.409 0.649
H 4.29301 4.23193 1.63971 -0.269 -0.098 0.101
H 3.34212 2.88942 2.29322 0.045 0.223 -0.105
H 2.52502 4.36414 1.73809 0.237 -0.087 0.003
C 1.24892 4.50816 -0.70375 -0.284 0.675 -0.051
H 1.64397 5.51107 -0.92972 -0.234 -0.191 0.077
H 0.85105 4.54328 0.32441 0.066 0.054 -0.292
H 0.40372 4.32635 -1.38356 0.224 0.092 0.182
C 1.60982 2.53461 -3.16072 -0.267 0.126 -0.669
H 2.00084 3.22888 -3.92477 -0.192 -0.250 0.193
H 0.56726 2.83554 -2.96230 0.296 -0.068 -0.063
H 1.58164 1.53502 -3.61941 0.007 0.271 0.092
C -3.19523 -3.91130 -1.40481 0.365 -0.331 -0.673
C -2.87211 -3.69945 -2.69006 0.050 -0.739 0.555
C -3.75082 -3.14274 -3.76390 -0.384 0.277 -0.237
C -4.96541 -2.28180 -3.31969 -0.002 -0.303 -0.736
C -4.63922 -1.16159 -2.37699 -0.101 0.440 0.412
C -4.61579 -1.22268 -1.04059 -0.584 0.312 -0.431
C -4.90255 -2.42528 -0.19992 0.050 -0.539 0.274
C -4.56599 -3.81025 -0.81381 -0.467 0.202 0.682
H -4.12785 -3.96253 -4.39817 0.158 0.206 0.104
H -5.78015 -2.92955 -2.96715 0.298 0.382 0.013
H -3.13221 -2.51199 -4.42287 -0.047 -0.226 0.129
H -5.36027 -4.12403 -1.50460 0.458 0.067 0.171
H -2.43469 -4.29764 -0.71197 -0.198 0.053 -0.440
H -1.89033 -4.04329 -3.05240 -0.335 0.332 0.329
H -4.59672 -4.52062 0.02743 -0.127 0.115 -0.299
H -4.33611 -2.33804 0.74120 -0.160 0.061 -0.163
H -4.52470 -0.29485 -0.46022 0.084 -0.367 -0.314
H -5.96892 -2.43263 0.08607 0.308 0.095 -0.004
H -5.33811 -1.80804 -4.24191 -0.022 -0.238 0.259
H -4.50041 -0.18890 -2.87314 0.101 -0.334 0.380
P 0.25107 -1.18379 -0.76780 -0.890 -0.748 -0.212
C 0.41369 -2.88836 -0.12852 0.274 -0.192 0.184
C -0.35649 -1.61798 -2.44090 0.114 0.036 -0.469
P -1.28200 1.17649 0.17390 -0.871 -0.453 -0.012
C -1.37764 -0.68265 -0.00219 0.333 0.341 -0.061
C -2.51076 1.69056 -1.08721 -0.087 0.368 -0.312
C -2.27953 1.46381 1.67422 -0.089 0.195 0.211
H 0.69952 -2.86365 0.93299 -0.113 -0.121 -0.266
H 1.21128 -3.39887 -0.69108 -0.294 0.061 0.231
H -0.54278 -3.42501 -0.25055 0.475 0.194 0.053
H -1.23679 -2.27327 -2.33506 0.451 0.452 0.024
H 0.41823 -2.16904 -2.99627 -0.156 0.236 0.151
H -0.63962 -0.73568 -3.03181 0.113 -0.155 0.185
H -3.27318 1.00773 1.54256 0.282 0.197 0.153
H -2.37979 2.55136 1.81398 -0.088 -0.358 0.051
H -1.79139 1.04034 2.56241 -0.123 0.093 -0.211
H -1.48081 -1.15418 0.98957 0.082 0.215 -0.268
H -2.23717 -0.98113 -0.63990 0.533 0.089 0.395
H -2.72756 2.76157 -0.96200 0.067 -0.263 -0.032
H -3.45200 1.12319 -0.99454 0.539 0.319 0.000
H -2.11779 1.55608 -2.10340 -0.059 -0.025 0.216
Cl -0.01745 -1.10718 4.73592 -0.704 -0.325 -0.041
C 1.52891 -0.49843 5.12453 1.631 0.980 -1.081
C 2.07594 -0.67188 6.38390 0.525 0.105 0.300
C 3.34765 -0.15642 6.68157 -0.337 0.002 -0.425
C 4.05302 0.53110 5.69874 0.498 0.191 0.086
C 3.53330 0.72896 4.42874 -1.443 -0.500 -0.200
C 2.23924 0.21393 4.09197 1.582 -0.308 3.136
C 1.69890 0.42973 2.80922 -0.957 0.296 -1.589
H 1.53039 -1.21172 7.14849 -0.078 0.036 -0.118
H 3.79169 -0.28254 7.67114 -0.275 -0.034 -0.322
H 5.04592 0.93250 5.91492 -0.321 -0.165 0.022
H 4.09353 1.25916 3.65648 -0.103 -0.140 0.332
H 1.45474 -0.43357 2.19436 -0.279 0.079 -0.074
H 1.23473 1.40228 2.60841 0.165 -0.168 -0.183